# C12H20KN6O2

A structure of composition C12H20KN6O2 (wB97M-V/def2-TZVPD, OMol25).

highest occupied orbital energy	-11.920	eV
lowest unoccupied orbital energy	-2.5	eV
energy relative to the best compared isomer or geometry (same formula, charge and spin)	0.0	kJ/mol

Structure (ORCA input):
```
! RIJCOSX wB97M-V def2-TZVPD def2/J DEFGRID3
* xyz 1 1
K -0.39391 -0.52740 0.52670
O -4.70693 0.02845 -0.58031
O -3.18611 -0.26273 0.91382
N -0.34656 0.02548 -2.66426
N 0.12956 -3.18808 -0.19665
N -3.89025 0.43528 -3.00166
N -3.53884 -0.09845 -0.24567
N -2.49886 -0.08471 -1.13087
N -1.61566 0.28210 -3.18682
C 0.98236 3.04737 -0.96754
C 1.74425 0.68959 2.53449
C 0.48248 2.38498 1.40710
C 0.29686 -5.78675 -0.19818
C 3.58267 -0.58328 1.37122
C 2.22973 1.22245 0.24987
C -0.07643 1.87604 3.81057
C 2.49809 0.46145 1.38882
C 1.23198 2.19254 0.24639
C 0.20385 -4.33258 -0.19747
C -2.72267 0.20653 -2.40342
C 0.72875 1.64801 2.56096
H 1.97685 0.13730 3.43850
H 2.83513 1.07411 -0.63864
H 4.45729 -0.23068 0.82541
H 0.01986 -0.84361 -3.03501
H 1.58868 2.72083 -1.81290
H -0.28934 3.14789 1.41821
H 1.24170 4.08700 -0.76318
H -3.92596 0.74702 -3.95619
H -0.24107 2.93931 3.98178
H -0.06995 3.02738 -1.25759
H 1.05362 -6.10731 0.51517
H 3.23820 -1.49696 0.88074
H 0.57081 -6.13915 -1.19058
H -4.72631 0.39590 -2.43828
H 3.89280 -0.84565 2.38127
H 0.42785 1.46197 4.68193
H -0.66315 -6.21569 0.08222
H -1.73635 0.31046 -4.18722
H 0.27450 0.78865 -2.90145
H -1.05952 1.40492 3.73873
*
```


# C2H3NO2S2

An isolated molecule of C2H3NO2S2 in a non-equilibrium geometry (wB97M-V/def2-TZVPD, OMol25).

highest occupied orbital energy	-9.563	eV
lowest unoccupied orbital energy	-0.1	eV
energy relative to the best compared isomer or geometry (same formula, charge and spin)	144.9	kJ/mol

Structure (ORCA input):
```
! RIJCOSX wB97M-V def2-TZVPD def2/J DEFGRID3
* xyz 0 1
S 2.20890 0.22349 -0.65171
S 0.44339 0.37662 1.58142
O 2.84570 -1.05578 -0.88264
O 2.05270 0.53176 1.00463
N 0.58379 0.10180 -0.97433
C -1.68242 -0.03229 -0.09071
C -0.22613 0.09028 -0.03110
H -1.92943 -0.81267 0.67677
H -2.15167 0.88088 0.33305
H -2.14483 -0.30408 -0.96539
*
```


# C77H184N15O24

A cluster of 15 separate species, C77H184N15O24 in total in a non-equilibrium geometry (wB97M-V/def2-TZVPD, OMol25).

highest occupied orbital energy	-13.986	eV
lowest unoccupied orbital energy	-8.7	eV
energy relative to the best compared isomer or geometry (same formula, charge and spin)	252.1	kJ/mol

Structure (ORCA input):
```
! RIJCOSX wB97M-V def2-TZVPD def2/J DEFGRID3
* xyz 5 1
O -4.75199 3.60078 1.89439
O -2.07238 5.15418 -2.85547
O 3.86162 0.32753 -1.98993
O 1.40822 2.83595 4.72729
O -4.27094 -7.74941 -7.34127
O -3.28949 0.09678 -2.71406
O 1.55290 4.34698 3.30020
O -2.94258 6.56115 -1.48642
O 3.77205 0.84286 -4.01888
O -3.69019 -3.95416 3.79117
O 0.34866 3.59133 -4.26155
O -1.61447 4.90964 6.52060
O -2.85706 6.06019 -7.63914
O -6.69789 4.31876 2.40726
O 7.12067 5.04250 -3.35436
O -5.20871 -2.98959 2.64219
O -6.44397 3.04644 0.71311
O 2.10671 -0.07829 -3.10187
O -5.82922 4.28364 -4.03464
O 2.68225 2.56843 3.09203
O -3.29802 -2.03754 3.03404
O -2.04389 7.18274 -3.26288
O -1.55829 -5.66288 -2.43556
O 2.37559 5.62627 -1.00753
N 1.74351 -9.01591 4.97612
N 5.37686 -0.56029 2.42052
N -0.35539 1.78050 -0.19840
N -5.50815 1.73873 -2.95825
N -2.25447 7.08444 4.28964
N 5.33134 4.80471 -1.10592
N 2.05994 -2.25599 -6.40835
N -2.78197 -7.25310 -5.00643
N 1.87901 3.25751 3.70626
N -2.37505 6.28045 -2.48895
N -0.37507 -2.47084 6.18793
N 3.24707 0.35790 -3.03183
N -0.97775 5.67597 -5.53022
N -4.09402 -2.98882 3.14297
N -5.97494 3.66308 1.68773
C 3.45640 -0.01410 1.18591
C -2.56025 -3.64605 6.75160
C -1.09898 3.63456 6.15151
C 4.87486 -0.28900 3.80648
C -3.32869 6.06629 4.29829
C -0.27729 -2.79791 0.46229
C 5.31091 2.54817 6.42919
C -4.27037 -7.47998 -4.95639
C 3.19409 -9.09667 4.59095
C -0.97930 -1.17802 5.73788
C -1.45709 -1.89941 0.19956
C 2.90351 -4.44235 -3.40989
C 1.04048 -7.84171 4.40529
C 4.91253 5.33607 -2.45447
C 2.55383 -3.42822 -8.43563
C -2.35173 -6.77967 -2.47473
C -3.33920 -4.04054 8.04891
C -0.23791 2.40038 1.21012
C -0.87820 6.75409 -6.56368
C 4.85742 0.49346 1.44981
C 5.47778 0.97751 4.48572
C 0.58984 -6.39903 2.36584
C 1.86945 6.87182 -0.82317
C -4.76689 -4.36731 7.59924
C -4.70665 6.57829 4.00850
C 1.87553 -2.76411 -4.99641
C 1.59248 3.24502 -4.94058
C 1.69348 -9.00272 6.49583
C -2.12732 7.77011 2.95883
C -1.92320 3.55030 -0.02396
C -0.80126 3.28086 -5.08643
C 0.16542 -0.36860 5.22579
C 6.83171 -0.60769 2.41988
C -0.28373 0.29177 -0.20311
C -4.63856 4.87453 -4.56280
C 1.05967 -2.10638 6.67930
C -1.07576 4.33026 -6.12011
C 2.99761 -8.51197 6.92284
C -4.84567 -7.01699 -6.27689
C -4.29827 -0.07796 -1.73739
C -1.61268 2.31867 -0.81651
C 4.67429 1.32447 5.75387
C -3.27717 -0.75417 -3.83627
C 1.47821 -1.03225 5.71453
C 3.55731 -1.50678 1.20495
C -1.28466 -0.42038 0.65973
C -0.81458 5.97908 6.10810
C 8.25375 5.60926 -4.00033
C -2.61197 8.27626 5.22140
C -0.97683 6.43372 4.67647
C -2.08754 -7.60869 -3.71564
C -2.21374 7.16840 -7.08252
C 3.48398 -2.02308 -6.74679
C -5.65220 0.39499 -2.23570
C -4.39008 -7.16380 -8.64935
C -4.97420 2.90763 -2.13676
C 2.07714 -3.91020 -2.21294
C -1.75887 6.81361 1.81637
C -1.52759 3.18019 1.36872
C 1.06775 -10.22657 4.51725
C 4.19828 4.16424 -0.36832
C -5.68837 4.15551 -2.64993
C 1.32802 -0.92219 -6.39180
C 1.43628 -3.07186 -7.48376
C 0.92862 -7.79511 2.90502
C 3.93808 -9.12384 5.90643
C 2.33994 -4.21233 -4.82112
C -0.90889 -5.96912 2.45418
C -1.13198 -3.22694 7.20813
C 4.83652 -1.88541 1.95182
C 3.47742 -2.28228 -8.27813
C 0.78367 2.26985 -1.02039
C -4.15934 6.38022 -8.09624
C 6.10113 5.97170 -3.16366
C -0.23015 -3.33321 5.01605
C 3.13740 5.16456 0.09671
C -2.15432 -4.49979 -3.01163
H 1.41016 -4.78275 -4.98251
H -3.39703 8.87571 4.76884
H -5.33230 5.68749 4.09009
H -5.01317 1.60211 -3.82894
H 0.26668 -1.14449 -6.24244
H 9.01774 4.83612 -4.09645
H -4.60608 -5.93985 -6.33530
H 0.67878 3.34817 -1.19064
H -4.36492 5.80474 -4.03364
H 3.77989 -0.25632 3.70450
H 0.60883 3.08819 1.16801
H -2.20996 -4.40375 -4.11809
H 6.98853 -1.40624 3.14938
H -3.38776 -6.53634 -2.20555
H -2.52961 -6.36023 -5.43297
H -1.63484 3.29712 -4.38365
H 5.19418 3.44460 5.79630
H -4.73504 -5.15244 6.84451
H -2.26687 0.04743 0.64121
H 7.33676 -0.85959 1.48334
H -2.41941 1.61085 -0.62185
H -5.93327 -7.13199 -6.30622
H 1.17243 -10.23600 3.42894
H 5.67904 5.58623 -0.55452
H -3.76315 4.21210 -4.43263
H -3.10141 8.22084 2.76338
H 2.74489 0.36804 1.93208
H 0.22671 -4.28541 5.29686
H -4.03467 0.58035 -0.91621
H 0.74973 -0.00202 0.01416
H -2.37141 -7.82849 -5.73698
H -1.38173 8.57096 3.06495
H -2.57202 -4.45199 6.01741
H -3.77242 -6.26343 -8.58151
H 2.73281 7.53779 -0.69099
H -6.70023 4.10510 -2.22568
H 3.04945 -7.42895 6.83181
H -4.64146 5.43865 -8.39018
H 1.90685 -2.83432 -2.11860
H -6.43378 1.98742 -3.27003
H -4.88320 6.92284 2.98062
H -5.39152 -4.72385 8.42927
H -1.99471 -7.45025 -1.68598
H -1.41122 -6.02782 3.43531
H -1.24488 -3.53794 4.65276
H -1.45375 -0.74689 6.62294
H -5.21081 5.05775 -2.25912
H -1.03924 3.47766 5.05995
H -2.85491 7.83825 6.19322
H 3.07877 -4.35711 -8.20459
H -1.81642 7.53931 0.99974
H 3.05664 -1.43961 -8.82370
H -1.31041 4.40463 -0.33221
H -0.96256 6.76968 6.84651
H 6.42543 6.87054 -2.59620
H 1.49903 -0.55711 -7.39752
H 3.21422 -8.81556 7.94994
H -3.14951 -4.36466 -2.56157
H -1.83493 2.91562 6.53489
H 1.71098 1.95651 -0.55134
H 1.63541 3.71451 -5.93614
H 6.11743 4.18060 -1.21066
H 0.06420 -7.74038 4.89530
H -1.68984 8.85171 5.28898
H 0.23609 5.63071 6.14858
H -1.08566 -2.60931 8.10147
H -2.09450 4.24678 -6.48723
H -5.24550 -3.50400 7.12722
H -1.71794 -1.33942 4.94609
H 2.16320 -3.52691 -9.45983
H -0.45137 0.01255 -1.24082
H -0.14528 5.74425 -4.97167
H 2.60410 -4.22178 -1.31064
H -2.31831 2.58939 1.80362
H 2.45235 3.49959 -4.30906
H 1.84345 -8.17799 2.43653
H -0.06027 3.51579 6.49065
H 3.52727 -8.20334 4.03787
H -0.16335 7.12078 4.41087
H 1.22589 6.98347 0.05750
H -1.45165 -6.46629 1.64493
H 0.77576 -2.40841 -8.03953
H 2.46652 4.70929 0.82613
H -3.10575 -2.84898 6.23304
H 2.03733 -1.42167 4.86850
H -2.26403 -2.32064 0.82005
H -0.03360 -2.87218 1.52694
H -1.69420 5.81045 -4.82383
H 3.33302 -9.94098 3.92557
H 0.13303 -8.49104 2.61419
H 4.76552 0.49777 6.46750
H 3.11490 -4.52237 -5.53797
H -4.87317 5.07904 -5.60625
H -5.19195 2.70347 -1.07397
H -0.50041 -3.81039 0.08948
H 1.60151 -6.97457 4.79706
H 7.91517 5.90689 -5.00014
H 5.16314 -1.12956 4.44480
H -2.77723 7.55046 -6.20586
H 5.48966 0.38801 0.56767
H 5.43254 1.81837 3.78533
H 1.25416 -5.68469 2.90156
H 6.37781 2.45765 6.65052
H -5.41362 -6.88354 -8.90497
H 2.46204 -2.03040 -4.46230
H 5.56831 -2.25420 1.24123
H 0.00028 -10.22502 4.76336
H -4.11593 -0.53312 -4.53955
H 4.59246 3.64597 0.50362
H 0.95958 -1.72208 7.69585
H -0.88256 -0.35161 1.66673
H -4.64799 -6.91372 -4.09218
H 3.78765 -1.04172 -6.38554
H 4.07868 -10.16319 6.19298
H 3.61358 1.46688 5.49615
H 0.81586 -2.63775 -4.73810
H -0.52126 -4.11626 7.39067
H 0.07129 0.66393 5.56765
H 6.50572 0.76362 4.80081
H -1.79901 -1.86185 -0.87572
H -2.25417 -8.68456 -3.58748
H 1.73904 -0.26631 -5.63198
H 3.16839 -5.48614 -3.22487
H -4.01845 -7.88174 -9.38099
H 3.19465 0.31759 0.17666
H -4.76336 6.95943 -7.37434
H 1.52924 -10.02789 6.84441
H -0.81199 5.57010 4.01394
H 1.34526 7.21638 -1.70224
H -3.23622 5.56663 5.26163
H 4.79823 2.70095 7.38429
H -3.04225 5.33498 3.54144
H -0.02830 1.59891 1.91829
H -1.41104 4.06052 2.00084
H 0.69365 1.68906 -1.93724
H -3.91832 2.99707 -2.40850
H 7.25489 0.34483 2.78660
H -1.49299 -3.74191 -2.59355
H -0.29413 6.29698 -7.38010
H 8.66854 6.44237 -3.41264
H 4.51160 -2.46005 -8.58799
H 4.77900 -2.55626 2.81755
H 4.91219 -8.65758 5.82585
H -4.43070 -8.53805 -4.70967
H -0.44151 4.22547 -7.01263
H 3.55190 -1.95896 0.19778
H 2.07699 -0.30596 6.25591
H -1.03532 -7.39421 -3.89254
H 3.79529 3.42607 -1.06235
H -4.36829 -1.11368 -1.36331
H 3.82521 -3.85093 -3.45409
H 2.69085 -1.98919 1.69185
H -0.26354 7.57717 -6.19302
H -2.86558 -4.88855 8.54966
H 4.10715 6.06323 -2.26198
H -6.07306 -0.28926 -2.99699
H -2.96963 3.85368 -0.07631
H 5.76367 6.35536 -4.12882
H 0.81275 -3.83832 -7.03524
H 0.82936 -6.34867 1.30492
H 1.52212 -11.16152 4.88611
H 0.60037 -2.41121 -0.05606
H 1.57986 2.14775 -5.03096
H -4.00576 6.98700 -8.97964
H 0.35574 -2.79797 4.26362
H 1.13420 -4.46758 -2.22333
H -2.49580 6.06202 1.52256
H 4.60792 4.42520 -3.00404
H -2.15053 7.95266 -7.84067
H -3.36263 -3.19088 8.75318
H 0.81141 -8.43741 6.81824
H 3.68008 5.95534 0.62541
H 0.18324 -0.34125 4.13277
H 4.82448 1.47008 1.92638
H -6.35841 0.47924 -1.41419
H -0.76422 6.31140 1.86609
H -1.43403 2.45761 -1.88588
H 4.07815 -2.77405 -6.23135
H -0.96077 -4.92337 2.11897
H -2.30365 -0.59632 -4.32839
H -3.35622 -1.78962 -3.44323
H 1.64749 -3.01945 6.65430
H -0.64620 2.28061 -5.54662
H -5.07809 7.36911 4.65848
*
```